No. 1
Molecular formula: C5H12O2
Method: DFT, ωB97M-V with the def2-TZVPD basis set

XYZ file:
```
19
Properties=species:S:1:pos:R:3:forces:R:3
O -0.9026 2.4407 0.6388 0.1236 -0.0838 0.2425
H 1.2060 -0.0676 -0.6663 -0.1310 -0.0413 0.0066
H -0.8123 0.4221 -2.0578 0.0239 0.0398 0.1531
H -1.0770 -2.0975 -0.3288 0.1210 0.0350 -0.0376
C -0.5866 2.0692 -0.6820 0.0485 -0.0592 -0.4267
O 0.1894 -0.1164 1.0891 -0.0042 -0.3359 0.2236
C -0.0761 -1.8116 -0.6739 -0.0088 -0.0211 0.0057
H 2.1044 -1.2896 1.2576 -0.1389 0.0015 0.1171
C 1.3346 -1.1365 2.0319 0.2748 0.2106 -0.0649
H -1.8324 0.3147 -0.6165 0.1060 0.0248 -0.0530
H -1.2289 2.6748 -1.3293 0.0933 -0.0830 0.0716
H -0.1431 -0.9376 1.6080 -0.0885 0.1768 -0.1589
H 0.4583 2.3219 -0.9360 -0.1519 -0.0219 0.0868
C 0.1942 -0.3511 -0.3455 0.0549 -0.0228 -0.1714
H -0.4377 1.8248 1.2225 -0.1320 0.1425 -0.0223
H 0.6546 -2.4752 -0.2053 -0.1087 0.1078 -0.0686
H -0.0396 -1.9601 -1.7581 0.0039 0.0562 0.1634
H 1.7030 -0.3282 2.6787 -0.0536 -0.1094 -0.0971
C -0.8305 0.5879 -0.9722 -0.0325 -0.0165 0.0301
```
Positions in Å, forces in eV/Å.

Calculated values
HOMO-LUMO gap (eV): 9.522
HOMO energy (eV): -8.63
LUMO energy (eV): 0.90
ΔE to the lowest compared entry with this formula, charge and spin (kcal/mol): 112.8
E (Ha): -348.0251
Charge: 0



No. 2
Molecular formula: C5H12O2
Method: DFT, ωB97M-V with the def2-TZVPD basis set

XYZ file:
```
19
Properties=species:S:1:pos:R:3:forces:R:3
H -1.3763 -2.2327 -0.4024 0.1245 0.1225 0.1140
C -1.0641 0.5150 -0.7612 -0.0325 -0.0103 -0.0148
C -0.3831 1.7913 -1.2575 -0.1794 -0.1860 -0.3584
C -0.0941 -0.5086 -0.1832 0.0735 -0.0095 -0.2831
O 0.7148 0.1901 0.7673 0.3504 0.4535 -0.8917
H -1.8100 0.7887 -0.0030 0.1077 -0.0636 -0.0785
H -1.5987 0.0321 -1.5890 0.0509 0.0898 0.0694
H -0.1185 -2.4460 0.8296 -0.1224 0.0931 -0.0782
O 0.0096 2.6542 -0.2162 0.1817 -0.0054 0.1809
C -0.8166 -1.7264 0.3927 0.0401 0.0402 0.0364
H 2.7535 -0.0823 1.5108 -0.6040 -0.1054 0.4380
H 0.7512 -0.4309 1.8867 2.0864 -1.6055 1.3351
H 0.6147 -0.8297 -0.9568 -0.1770 -0.1131 -0.1980
C 1.8851 -0.7598 1.4808 -1.3384 1.1219 -0.9272
H 2.1304 -1.5345 0.7292 -0.5657 0.0623 0.6373
H -1.0856 2.3601 -1.8746 0.0897 -0.0714 0.0589
H 0.4708 1.5204 -1.9036 -0.0986 0.0652 0.1235
H 0.5507 2.1217 0.3860 -0.1139 0.1271 -0.0807
H -1.5339 -1.4227 1.1644 0.1271 -0.0053 -0.0830
```
Positions in Å, forces in eV/Å.

Calculated values
HOMO-LUMO gap (eV): 10.195
HOMO energy (eV): -9.23
LUMO energy (eV): 0.97
ΔE to the lowest compared entry with this formula, charge and spin (kcal/mol): 102.7
E (Ha): -348.0412
Charge: 0



No. 3
Molecular formula: C5H12O2
Method: DFT, ωB97M-V with the def2-TZVPD basis set

XYZ file:
```
19
Properties=species:S:1:pos:R:3:forces:R:3
O -2.0691 -0.0658 0.4310 -0.0656 -0.1611 0.0144
C 0.2140 -0.0833 -0.2156 0.0511 0.1967 -0.0329
C -1.6446 0.0635 -1.9537 0.0015 -0.0310 -0.0269
H 2.8969 0.3988 0.5772 -0.0821 -0.0526 0.1227
H 2.5572 0.4157 2.3184 -0.0546 -0.0306 -0.1329
H 0.4060 -1.7702 0.8046 0.0180 0.0955 -0.2139
H -2.6621 0.4283 -2.1236 0.1454 -0.0592 0.0311
C 2.1980 0.0577 1.3494 0.0754 -0.0338 0.0078
C 0.7858 0.5532 1.0470 -0.0596 0.0027 0.0010
O 0.0629 -1.5036 -0.0578 0.1738 -0.0965 0.0834
H -1.6442 -1.0261 -2.0702 0.0141 0.1486 0.0262
H 2.2485 -1.0379 1.3620 0.0495 0.1538 0.0649
H -1.7688 -0.9888 0.5091 -0.3629 0.1422 0.0994
H -1.1849 1.5401 -0.4510 -0.0158 -0.1607 0.0223
C -1.1883 0.4465 -0.5493 0.1638 0.1710 -0.1686
H -0.9878 0.4931 -2.7199 -0.0775 -0.0446 0.1385
H 0.8954 0.0940 -1.0609 -0.1019 -0.0530 0.0952
H 0.0910 0.3397 1.8704 0.1498 0.0071 -0.0656
H 0.7941 1.6450 0.9329 -0.0224 -0.1945 -0.0660
```
Positions in Å, forces in eV/Å.

Calculated values
HOMO-LUMO gap (eV): 10.863
HOMO energy (eV): -10.01
LUMO energy (eV): 0.85
ΔE to the lowest compared entry with this formula, charge and spin (kcal/mol): 14.1
SMILES: CC[C@@H](O)[C@@H](C)O
E (Ha): -348.1823
Charge: 0